Here is a structure of composition C28H19ClHfN6O6 from OMol25. Energies are from ωB97M-V with the def2-TZVPD basis set.

- E_HOMO (eV) = -14.2836
- net charge = +2
- orbital gap (eV) = 7.2
- F_max (eV/Å) = 1.0
- E_LUMO (Eh) = -0.2621
- energy above the lowest of the compared OMol25 structures with the same formula, charge and spin (eV) = 0.101
- electronic energy (a.u.) = -2366.24128

Cartesian coordinates (Å):
Hf  0.259698  0.642818  0.424827
N  -2.263446  -2.640093  2.390536
C  -1.266358  -1.782661  2.324533
N  -1.339594  -0.620063  1.719791
C  -2.562345  -0.237411  1.147590
N  -2.756574  0.974032  0.707914
N  -1.591551  1.726230  0.869736
C  -1.596512  2.993518  0.883485
C  -0.280279  3.629394  1.173799
C  -0.118410  4.986553  1.252362
C  1.123872  5.484745  1.647244
C  2.135128  4.600295  1.953307
C  1.894741  3.239243  1.830182
N  0.715744  2.750739  1.447960
C  -3.636907  -1.215915  1.041802
C  -4.813159  -0.983435  0.323715
C  -5.799841  -1.944059  0.306101
C  -5.630879  -3.140285  1.014923
C  -4.474016  -3.388190  1.724108
C  -3.483412  -2.416689  1.715559
H  -2.118365  -3.503233  2.895570
H  -0.337596  -2.086366  2.792096
H  -2.511387  3.567470  0.764386
H  -0.943247  5.649074  1.025007
H  1.281606  6.552518  1.723151
H  3.105507  4.942586  2.283994
H  2.668089  2.517263  2.059574
H  -4.932490  -0.046308  -0.202838
H  -6.712937  -1.773778  -0.247444
H  -6.414957  -3.886191  1.010826
H  -4.338588  -4.315107  2.268684
O  1.908450  1.259018  -0.685600
C  2.710784  0.612214  0.092373
O  2.152195  0.038689  1.122987
C  4.139369  0.525159  -0.128746
C  4.904397  -0.201960  0.784092
C  6.272738  -0.284203  0.602623
C  6.811166  0.362705  -0.491387
C  6.081330  1.082746  -1.414998
C  4.713072  1.165661  -1.224413
N  8.292012  0.277544  -0.692726
O  8.735041  0.764664  -1.705926
O  8.937199  -0.205476  0.208699
H  4.431409  -0.696342  1.620920
H  6.911475  -0.829178  1.280982
H  6.578823  1.552324  -2.250287
H  4.095284  1.716100  -1.921175
Cl  -4.584074  -3.873360  -4.521469
C  -3.421514  -2.953905  -3.645465
C  -3.371505  -1.579048  -3.840921
C  -2.448669  -0.841749  -3.125774
C  -1.589107  -1.484769  -2.233917
C  -1.634938  -2.869224  -2.061896
C  -2.560078  -3.609534  -2.772149
C  -0.700108  -0.681401  -1.427832
O  0.083585  -1.211522  -0.540443
O  -0.695733  0.612043  -1.447564
H  -4.047790  -1.111115  -4.542661
H  -2.394083  0.231259  -3.253509
H  -0.947838  -3.360130  -1.385213
H  -2.624437  -4.683897  -2.671067

Forces on atoms 1 to 3 (eV/Å):
Hf -0.40 -0.15 0.56
N -0.18 0.08 -0.07
C 0.01 -0.07 -0.15